1) A cluster of 2 separate species, C9H14 in total, computed with ωB97M-V/def2-TZVPD.

CARTESIAN COORDINATES (ANGSTROEM)
C -0.698 0.881 1.955
C -1.030 0.508 0.518
C -0.588 1.273 -0.532
C -0.973 0.810 -1.832
C -1.693 -0.349 -1.993
C -2.091 -1.112 -0.892
C -1.808 -0.649 0.356
H -1.637 1.080 2.479
H -0.121 1.795 2.097
H -0.156 0.085 2.460
H 0.008 2.173 -0.546
H -0.599 1.369 -2.681
H -1.963 -0.638 -3.001
H -2.623 -2.043 -1.026
H -2.202 -1.155 1.228
C 2.074 -0.744 -0.522
C 2.492 -0.319 0.897
H 1.071 -1.170 -0.536
H 1.922 0.138 -1.150
H 2.863 -1.347 -0.964
H 1.747 0.396 1.227
H 2.547 -1.162 1.582
H 3.460 0.179 0.874

Output
- Orbital gap: 10.17 eV
- Total charge: 0

---

2) A cluster of 2 separate species, C9H14 in total, computed with ωB97M-V/def2-TZVPD.

CARTESIAN COORDINATES (ANGSTROEM)
C 3.089 0.701 -2.306
C 2.295 0.249 -1.118
C 1.581 1.133 -0.283
C 0.715 0.643 0.676
C 0.470 -0.712 0.799
C 1.220 -1.629 0.046
C 2.221 -1.101 -0.751
H 3.058 0.055 -3.175
H 4.124 0.822 -1.957
H 2.726 1.691 -2.562
H 1.725 2.200 -0.420
H 0.132 1.299 1.312
H 0.000 -1.045 1.717
H 1.065 -2.691 0.155
H 2.955 -1.776 -1.187
C -3.985 0.089 0.673
C -2.841 -0.119 1.670
H -3.679 0.710 -0.172
H -4.444 -0.825 0.303
H -4.813 0.687 1.075
H -2.121 -0.798 1.232
H -2.259 0.808 1.634
H -3.234 -0.391 2.640

Output
- Orbital gap: 9.82 eV
- Total charge: 0

---

3) A cluster of 2 separate species, C9H14 in total, computed with ωB97M-V/def2-TZVPD.

CARTESIAN COORDINATES (ANGSTROEM)
C 2.050 -0.889 -1.455
C 0.998 -1.036 -0.395
C 1.229 -1.810 0.702
C 0.186 -2.005 1.753
C -1.060 -1.328 1.692
C -1.225 -0.649 0.499
C -0.328 -0.635 -0.571
H 1.865 -0.272 -2.284
H 2.260 -1.829 -1.925
H 3.009 -0.346 -1.103
H 2.212 -2.311 0.692
H 0.307 -2.731 2.494
H -1.739 -1.538 2.408
H -2.326 -0.200 0.354
H -0.830 -0.177 -1.429
C -1.129 3.813 -0.253
C -0.569 2.797 -1.142
H -1.165 4.901 -0.554
H -2.143 3.545 0.138
H -0.558 3.713 0.748
H -0.775 1.881 -0.756
H 0.320 3.029 -1.742
H -1.356 2.791 -2.016

Output
- Orbital gap: 9.90 eV
- Total charge: 0

---

4) A cluster of 2 separate species, C9H14 in total, computed with ωB97M-V/def2-TZVPD.

CARTESIAN COORDINATES (ANGSTROEM)
C 2.592 -1.579 -1.693
C 1.931 -0.636 -0.726
C 1.187 -1.041 0.382
C 0.515 -0.079 1.155
C 0.697 1.274 0.943
C 1.350 1.697 -0.232
C 1.986 0.734 -1.002
H 2.127 -1.534 -2.693
H 2.550 -2.614 -1.343
H 3.661 -1.386 -1.823
H 0.863 -2.080 0.469
H 0.169 -0.336 2.158
H 0.369 2.114 1.553
H 1.284 2.734 -0.507
H 2.677 1.124 -1.752
C -3.066 0.807 1.052
C -2.871 -0.432 0.184
H -3.785 0.708 1.869
H -2.138 1.210 1.447
H -3.644 1.578 0.559
H -3.532 -1.267 0.496
H -3.110 -0.313 -0.873
H -1.812 -0.683 0.377

Output
- Orbital gap: 10.12 eV
- Total charge: 0

---

Which structure is most stable? 1), by 10.4 kcal/mol over the runner-up.

---

1) A cluster of 2 separate species, C9H14 in total, computed with ωB97M-V/def2-TZVPD.

CARTESIAN COORDINATES (ANGSTROEM)
C -0.506 2.318 -1.944
C -1.014 1.030 -1.381
C -2.233 0.890 -0.724
C -2.520 -0.127 0.170
C -1.625 -1.207 0.227
C -0.451 -1.160 -0.502
C -0.114 -0.032 -1.247
H 0.006 2.161 -2.889
H 0.114 2.842 -1.211
H -1.277 3.053 -2.215
H -2.978 1.660 -0.904
H -3.391 -0.122 0.799
H -1.966 -2.137 0.670
H 0.218 -2.015 -0.483
H 0.891 -0.004 -1.652
C 1.582 -0.628 2.132
C 2.633 -1.195 1.189
H 1.548 0.453 1.980
H 0.548 -0.923 1.963
H 1.749 -0.882 3.181
H 2.898 -2.234 1.392
H 3.616 -0.713 1.268
H 2.271 -1.028 0.184

Output
- Orbital gap: 10.00 eV
- Total charge: 0

---

2) A cluster of 2 separate species, C9H14 in total, computed with ωB97M-V/def2-TZVPD.

CARTESIAN COORDINATES (ANGSTROEM)
C -2.016 0.492 -0.693
C -0.551 0.343 -0.802
C 0.342 1.142 -0.042
C 1.763 0.994 -0.287
C 2.286 0.019 -1.163
C 1.386 -0.855 -1.813
C 0.008 -0.532 -1.731
H -2.447 -0.234 -1.199
H -2.317 1.445 -1.123
H -2.441 0.379 0.376
H -0.037 1.796 0.659
H 2.439 1.596 0.302
H 3.276 -0.247 -1.510
H 1.759 -1.725 -2.379
H -0.656 -1.244 -2.151
C -1.787 -0.935 2.462
C -0.304 -0.329 2.649
H -2.243 -0.594 3.350
H -2.274 -0.602 1.544
H -1.710 -1.958 2.412
H -0.564 0.709 3.017
H 0.267 -0.611 1.713
H 0.196 -0.750 3.512

Output
- Orbital gap: 9.96 eV
- Total charge: 0

---

3) The molecule C9H14, computed with ωB97M-V/def2-TZVPD.

CARTESIAN COORDINATES (ANGSTROEM)
C 0.970 2.574 0.784
C -0.361 2.255 0.655
C -1.283 3.415 0.484
C -0.864 0.866 0.464
C -0.129 -0.278 0.777
C -0.600 -1.704 0.449
C 0.246 -2.249 -0.712
C -0.313 -2.543 -1.936
C 1.758 -2.480 -0.473
H 1.747 1.792 0.756
H 1.240 3.633 0.815
H -1.696 3.386 -0.543
H -2.076 3.374 1.207
H -0.788 4.385 0.672
H -1.844 0.796 0.029
H 0.849 -0.196 1.224
H -0.482 -2.338 1.311
H -1.647 -1.767 0.151
H 0.205 -3.017 -2.780
H -1.352 -2.368 -2.175
H 1.972 -3.061 0.439
H 2.234 -1.497 -0.285
H 2.212 -2.977 -1.312

Output
- Orbital gap: 9.10 eV
- Total charge: 0

---

4) A cluster of 2 separate species, C9H14 in total, computed with ωB97M-V/def2-TZVPD.

CARTESIAN COORDINATES (ANGSTROEM)
C 0.244 2.082 -0.687
C 0.547 0.646 -1.069
C 1.458 0.376 -2.082
C 2.040 -0.942 -2.254
C 1.855 -1.852 -1.279
C 0.839 -1.669 -0.314
C 0.228 -0.412 -0.200
H -0.770 2.263 -0.617
H 0.710 2.787 -1.430
H 0.705 2.249 0.343
H 1.530 1.061 -2.899
H 2.464 -1.098 -3.147
H 2.302 -2.934 -1.328
H 0.456 -2.445 0.438
H -0.516 -0.305 0.601
C -2.475 0.124 2.508
C -3.102 0.920 3.613
H -3.044 -0.908 2.603
H -2.805 0.496 1.560
H -1.338 0.070 2.576
H -2.579 1.877 3.717
H -2.712 0.377 4.645
H -4.203 0.875 3.528

Output
- Orbital gap: 9.96 eV
- Total charge: 0

---

Which structure is most stable? 1), by 29.0 kcal/mol over the runner-up.

---

1) A cluster of 2 separate species, C9H14 in total, computed with ωB97M-V/def2-TZVPD.

CARTESIAN COORDINATES (ANGSTROEM)
C 1.298 0.676 0.149
C 0.625 -0.304 1.038
C -0.685 -0.147 1.455
C -1.137 -1.069 2.401
C -0.324 -1.999 3.020
C 0.992 -2.165 2.561
C 1.439 -1.327 1.554
H 1.718 0.163 -0.723
H 2.014 1.330 0.642
H 0.566 1.349 -0.317
H -1.269 0.663 1.048
H -2.176 -0.965 2.707
H -0.840 -2.580 3.767
H 1.602 -2.981 2.911
H 2.445 -1.429 1.170
C -1.464 1.409 -2.579
C -0.035 1.254 -3.188
H -1.491 1.517 -1.500
H -1.938 2.244 -3.090
H -2.032 0.506 -2.816
H -0.184 1.290 -4.275
H 0.450 0.339 -2.891
H 0.426 2.223 -3.043

Output
- Orbital gap: 10.03 eV
- Total charge: 0

---

2) A cluster of 2 separate species, C9H14 in total, computed with ωB97M-V/def2-TZVPD.

CARTESIAN COORDINATES (ANGSTROEM)
C 1.468 -1.361 0.611
C 0.917 -0.608 -0.561
C 1.708 -0.084 -1.491
C 1.214 0.773 -2.434
C -0.123 1.041 -2.529
C -1.039 0.422 -1.664
C -0.533 -0.417 -0.644
H 1.650 -0.751 1.518
H 2.602 -1.685 0.452
H 0.623 -2.080 0.939
H 2.716 -0.452 -1.579
H 1.986 1.153 -3.225
H -0.611 1.745 -3.173
H -2.041 0.588 -1.686
H -1.140 -0.758 0.258
C -1.990 0.478 3.766
C -1.086 -0.069 2.778
H -2.595 1.321 3.415
H -2.765 -0.279 4.004
H -1.389 0.972 4.672
H -0.279 -0.913 3.080
H -0.273 0.595 2.385
H -1.700 -0.496 1.941

Output
- Orbital gap: 9.80 eV
- Total charge: 0

---

3) A structure of composition C9H14, computed with ωB97M-V/def2-TZVPD.

CARTESIAN COORDINATES (ANGSTROEM)
C 0.786 -2.039 0.827
C 1.739 -1.147 0.935
C 0.193 -1.158 -0.175
C 2.128 -0.100 0.161
C 2.701 -0.265 -1.188
C 2.283 1.293 0.693
C -3.380 0.252 0.011
C -0.822 -0.055 0.108
C -2.118 -0.692 -0.329
H 0.546 -3.035 1.385
H 2.138 0.164 -2.035
H 2.774 -1.280 -1.424
H 3.704 0.297 -1.056
H 1.642 1.526 1.533
H 2.219 2.059 -0.097
H 3.341 1.470 0.969
H -3.424 0.524 1.020
H -4.366 -0.182 -0.156
H -3.344 1.153 -0.592
H -0.869 0.176 1.174
H -0.637 0.814 -0.486
H -1.927 -0.729 -1.460
H -2.241 -1.689 0.205

Output
- Orbital gap: 8.02 eV
- Total charge: 0

---

4) A cluster of 2 separate species, C9H14 in total, computed with ωB97M-V/def2-TZVPD.

CARTESIAN COORDINATES (ANGSTROEM)
C 1.196 -0.596 0.138
C 1.103 0.691 0.913
C 1.775 0.750 2.105
C 1.547 1.980 2.802
C 0.603 2.867 2.459
C -0.258 2.656 1.385
C 0.139 1.627 0.534
H 0.512 -1.341 0.514
H 2.253 -0.767 0.011
H 0.789 -0.533 -0.901
H 2.490 0.038 2.503
H 2.254 2.327 3.621
H 0.677 3.768 3.063
H -1.076 3.319 0.987
H -0.552 1.253 -0.264
C -1.649 -2.139 -3.216
C -1.741 -2.442 -1.773
H -2.456 -1.503 -3.650
H -0.797 -1.485 -3.400
H -1.569 -2.978 -3.880
H -0.778 -2.864 -1.328
H -2.549 -3.126 -1.515
H -1.913 -1.502 -1.109

Output
- Orbital gap: 10.15 eV
- Total charge: 0

---

Which structure is most stable? 1), by 18.5 kcal/mol over the runner-up.

---

1) A cluster of 2 separate species, C9H14 in total, computed with ωB97M-V/def2-TZVPD.

CARTESIAN COORDINATES (ANGSTROEM)
C -0.207 -1.308 2.118
C -0.609 -0.289 1.092
C -0.952 -0.613 -0.192
C -1.296 0.340 -1.134
C -1.448 1.689 -0.789
C -1.201 1.990 0.549
C -0.765 1.052 1.484
H -0.334 -0.924 3.134
H 0.846 -1.561 2.029
H -0.914 -2.165 2.065
H -0.989 -1.675 -0.454
H -1.539 0.069 -2.162
H -1.879 2.407 -1.471
H -1.210 3.023 0.911
H -0.473 1.434 2.458
C 2.573 -1.737 -1.585
C 2.494 -0.258 -1.195
H 3.517 -2.257 -1.305
H 1.683 -2.273 -1.204
H 2.356 -1.778 -2.652
H 2.393 0.364 -2.067
H 3.342 0.098 -0.606
H 1.602 -0.055 -0.598

Output
- Orbital gap: 10.18 eV
- Total charge: 0

---

2) A cluster of 2 separate species, C9H14 in total, computed with ωB97M-V/def2-TZVPD.

CARTESIAN COORDINATES (ANGSTROEM)
C 1.617 -0.360 1.691
C 0.579 -0.870 0.707
C 1.037 -1.649 -0.357
C 0.151 -2.143 -1.304
C -1.185 -1.769 -1.216
C -1.628 -0.939 -0.208
C -0.741 -0.476 0.770
H 2.448 0.107 1.160
H 2.037 -1.219 2.224
H 1.232 0.369 2.402
H 2.060 -2.017 -0.405
H 0.453 -2.782 -2.117
H -1.922 -2.213 -1.871
H -2.690 -0.782 -0.107
H -1.055 0.249 1.520
C 0.583 2.726 -0.217
C -0.761 3.522 -0.194
H 1.135 3.023 -1.098
H 1.105 3.030 0.680
H 0.315 1.681 -0.209
H -1.205 3.489 0.797
H -1.400 3.144 -0.982
H -0.556 4.568 -0.423

Output
- Orbital gap: 10.13 eV
- Total charge: 0

---

3) A cluster of 2 separate species, C9H14 in total, computed with ωB97M-V/def2-TZVPD.

CARTESIAN COORDINATES (ANGSTROEM)
C -0.695 1.134 -3.335
C -0.038 1.042 -1.960
C -0.473 1.869 -0.916
C 0.249 1.989 0.262
C 1.323 1.110 0.518
C 1.600 0.140 -0.432
C 1.025 0.218 -1.691
H -1.436 1.868 -3.611
H -1.046 0.105 -3.527
H 0.194 1.200 -4.024
H -1.473 2.278 -0.844
H 0.141 2.687 1.061
H 2.062 1.127 1.294
H 2.327 -0.646 -0.236
H 1.217 -0.562 -2.420
C -1.316 -2.153 2.640
C 0.142 -1.746 2.351
H -1.724 -1.764 3.562
H -2.010 -1.905 1.844
H -1.335 -3.244 2.564
H 0.064 -0.665 2.199
H 0.395 -2.309 1.480
H 0.804 -1.774 3.222

Output
- Orbital gap: 9.89 eV
- Total charge: 0

---

Which structure is most stable? 2), by 5.0 kcal/mol over the runner-up.

---

1) A cluster of 2 separate species, C9H14 in total, computed with ωB97M-V/def2-TZVPD.

CARTESIAN COORDINATES (ANGSTROEM)
C -1.245 -0.159 -0.767
C -0.238 0.869 -0.283
C 1.020 0.886 -0.883
C 1.995 1.754 -0.408
C 1.741 2.588 0.666
C 0.461 2.614 1.208
C -0.542 1.772 0.725
H -0.885 -1.100 -0.376
H -1.234 -0.223 -1.853
H -2.307 -0.096 -0.493
H 1.274 0.203 -1.681
H 2.947 1.788 -0.910
H 2.425 3.312 1.071
H 0.213 3.391 1.923
H -1.504 1.824 1.224
C -1.408 -3.922 -0.686
C -0.717 -3.750 0.653
H -1.528 -2.995 -1.236
H -0.866 -4.609 -1.338
H -2.392 -4.328 -0.480
H -0.715 -4.722 1.170
H -1.234 -3.097 1.354
H 0.320 -3.419 0.671

Output
- Orbital gap: 10.05 eV
- Total charge: 0

---

2) A cluster of 2 separate species, C9H14 in total, computed with ωB97M-V/def2-TZVPD.

CARTESIAN COORDINATES (ANGSTROEM)
C 0.071 2.111 -2.071
C 0.153 0.647 -1.738
C 1.402 0.013 -1.630
C 1.472 -1.319 -1.277
C 0.318 -2.037 -1.006
C -0.912 -1.428 -1.179
C -1.003 -0.111 -1.631
H -0.659 2.323 -2.855
H 1.004 2.490 -2.514
H -0.170 2.719 -1.199
H 2.232 0.618 -1.972
H 2.434 -1.821 -1.189
H 0.353 -3.072 -0.701
H -1.833 -2.007 -1.136
H -1.960 0.291 -1.955
C -0.997 0.442 3.209
C 0.276 -0.288 2.805
H -1.910 -0.157 3.100
H -0.998 0.597 4.291
H -1.096 1.415 2.742
H 0.721 -0.974 3.525
H 0.106 -0.906 1.920
H 0.995 0.453 2.462

Output
- Orbital gap: 10.05 eV
- Total charge: 0

---

3) A cluster of 2 separate species, C9H14 in total, computed with ωB97M-V/def2-TZVPD.

CARTESIAN COORDINATES (ANGSTROEM)
C -0.140 -1.906 0.666
C -0.694 -1.205 -0.545
C -0.188 -1.607 -1.790
C -0.403 -0.824 -2.905
C -1.111 0.375 -2.811
C -1.630 0.713 -1.573
C -1.513 -0.082 -0.445
H -0.459 -2.952 0.720
H -0.490 -1.534 1.631
H 0.942 -1.807 0.747
H 0.470 -2.467 -1.827
H -0.048 -1.174 -3.869
H -1.173 1.041 -3.652
H -2.173 1.640 -1.557
H -2.053 0.109 0.471
C 1.302 0.890 2.593
C 1.413 2.052 1.605
H 0.886 1.191 3.553
H 0.659 0.131 2.154
H 2.292 0.455 2.751
H 1.782 1.718 0.633
H 1.944 2.883 2.063
H 0.381 2.358 1.384

Output
- Orbital gap: 10.03 eV
- Total charge: 0

---

Which structure is most stable? 1), by 1.2 kcal/mol over the runner-up.